C5H12NP | ωB97M-V/def2-TZVPD

Properties
- Calculated total energy: -16156.7466 eV
- HOMO-LUMO gap: 0.357 Eh
- Total charge: 0

Each line ends with the natural charge from an NBO analysis.
Positions of all 19 atoms, in Å:
H -1.7657 -0.1536 -1.8771  0.346
N -1.2221 0.4957 -1.2125  -0.665
C -0.1898 0.0444 -0.6122  0.068
P 0.6249 -1.6083 -0.7466  0.486
C -0.7088 -2.8678 -1.2747  -0.906
C 0.7263 1.0470 0.3591  -0.274
C 0.6611 0.5313 1.7960  -0.623
C 0.1948 2.4818 0.3021  -0.616
H 0.5399 -1.6007 0.6506  -0.024
H -0.7624 -2.6345 -2.3150  0.223
H -1.6892 -2.9273 -0.7976  0.232
H -0.3441 -3.8845 -1.2099  0.240
H 1.6308 1.0025 -0.1474  0.214
H 0.9368 1.3479 2.5180  0.219
H 1.3654 -0.2946 2.0114  0.212
H -0.3485 0.2062 2.0630  0.217
H 0.8674 3.3082 0.7768  0.212
H -0.8156 2.6999 0.5469  0.225
H 0.2989 2.8062 -0.8309  0.214

***

C3H5FO | ωB97M-V/def2-TZVPD

Properties
- Calculated total energy: -7952.2125 eV
- HOMO-LUMO gap: 0.318 Eh
- Total charge: 0

Each line ends with the natural charge from an NBO analysis.
Positions of all 10 atoms, in Å:
C 2.3040 -0.3159 0.6104  -0.280
C -0.5837 -0.5309 -0.5579  0.909
C -1.3949 0.4783 0.1205  -0.750
O 0.5983 -0.5280 -0.4908  -0.499
F -1.3411 -1.4508 -1.2340  -0.330
H 2.7219 -0.6718 -0.2252  0.086
H 2.3921 0.8257 0.7426  0.107
H -0.6933 1.0459 0.8691  0.252
H -2.1862 -0.0132 0.7396  0.252
H -1.8170 1.1606 -0.5743  0.252

***

C6H6O2S | ωB97M-V/def2-TZVPD

Properties
- Calculated total energy: -21245.9235 eV
- HOMO-LUMO gap: 0.309 Eh
- Total charge: 0

Each line ends with the natural charge from an NBO analysis.
Positions of all 15 atoms, in Å:
C -0.8923 -2.3121 -0.1376  -0.283
C -1.1978 -1.0333 0.2212  -0.240
C -0.0987 -0.0771 0.0782  -0.178
C -0.1608 1.2729 0.0515  -0.261
C 1.0958 1.9686 -0.0695  -0.178
C 2.2482 1.2844 -0.0333  -0.439
S 1.7562 -0.4865 0.0246  2.052
O 1.9933 -1.2501 -1.1871  -0.913
O 2.1572 -1.1184 1.3094  -0.905
H -1.6217 -3.0200 0.0444  0.190
H -0.0074 -2.6588 -0.4848  0.211
H -2.0280 -0.5734 0.5698  0.216
H -1.1602 1.8757 0.0147  0.232
H 1.1736 3.0690 -0.2056  0.235
H 3.2877 1.5118 -0.2708  0.260

***

C11H21ClFN3S | ωB97M-V/def2-TZVPD

Properties
- Calculated total energy: -42273.3657 eV
- HOMO-LUMO gap: 0.305 Eh
- Total charge: +2

Each line ends with the natural charge from an NBO analysis.
Positions of all 38 atoms, in Å:
C 0.0200 1.7359 1.4687  -0.746
S 0.4636 1.6638 -0.2806  0.865
C 1.4241 3.2393 -0.3842  -0.724
C 1.6911 0.3414 -0.0779  -0.016
C 1.6172 -0.5936 -1.2811  0.167
N 1.5574 -1.4233 -2.0700  -0.171
H -0.5941 0.8532 1.6595  0.265
H 0.9235 1.7473 2.0827  0.253
H -0.5698 2.6518 1.6104  0.283
H 1.5114 3.5025 -1.4478  0.288
H 0.8376 4.0240 0.1279  0.285
H 2.4025 3.1210 0.0722  0.261
H 2.6641 0.7432 0.1262  0.248
Cl 2.3424 -6.3604 4.7028  0.030
C 1.5010 -4.8292 5.0826  -0.219
N 1.5846 -3.8563 3.9958  -0.202
C 3.0440 -3.4351 3.6908  -0.243
C 3.0357 -2.4099 2.6236  -0.265
N 1.6403 -2.1214 2.2614  -0.381
F 1.6720 -0.6549 0.8408  -0.291
C 0.8794 -1.5730 3.3894  -0.258
C 0.8267 -2.5997 4.4552  -0.240
C 0.9869 -3.2939 1.6722  -0.269
C 0.9143 -4.3610 2.6930  -0.242
H 0.4408 -5.0636 5.2723  0.249
H 1.9682 -4.4005 5.9828  0.248
H 3.4364 -3.0473 4.6297  0.233
H 3.5634 -4.3444 3.4206  0.257
H 3.4957 -1.4385 2.9484  0.224
H 3.5492 -2.7435 1.6884  0.238
H 1.4038 -0.6335 3.7118  0.221
H -0.1304 -1.2944 2.9933  0.218
H -0.1870 -2.9315 4.6648  0.237
H 1.3158 -2.2809 5.3683  0.237
H -0.0230 -2.9573 1.3131  0.227
H 1.5895 -3.5791 0.7683  0.243
H 1.4378 -5.2650 2.4221  0.256
H -0.1143 -4.5936 2.9688  0.234

***

C5H7ClN2 | ωB97M-V/def2-TZVPD

Properties
- Calculated total energy: -20800.0455 eV
- HOMO-LUMO gap: 0.345 Eh
- Total charge: 0

Each line ends with the natural charge from an NBO analysis.
Positions of all 15 atoms, in Å:
C 0.3207 1.3896 -0.0948  -0.641
C 1.0787 0.0812 -0.1258  0.181
Cl 2.4377 0.3555 1.4069  -0.263
N 0.2655 -0.9875 0.1672  -0.385
C -0.8654 -1.0165 0.8391  -0.082
C -1.4904 -2.2365 0.6823  -0.085
N -0.7629 -2.9167 -0.2374  -0.429
C 0.2833 -2.1585 -0.5346  0.153
H -0.5531 1.3285 -0.7721  0.223
H -0.0907 1.6288 0.8463  0.232
H 0.9279 2.1429 -0.4290  0.229
H 1.7471 -0.0260 -0.8967  0.222
H -1.0905 -0.1903 1.5353  0.220
H -2.5577 -2.4804 0.9440  0.222
H 0.9314 -2.5204 -1.2125  0.203

***

C57H84N11O11S3 | ωB97M-V/def2-TZVPD

Properties
- Calculated total energy: -131860.3756 eV
- HOMO-LUMO gap: 0.208 Eh
- Total charge: +1

Each line ends with the Mulliken charge.
Positions of all 166 atoms, in Å:
C -7.6958 -3.8072 -1.4103  -0.800
C -6.7711 -4.4422 -2.5644  -0.319
C -5.4460 -5.1928 -1.9735  -0.745
N -4.6499 -4.1411 -1.2549  0.622
C -3.7336 -3.3669 -2.0934  -0.808
C -2.8518 -2.2051 -1.5688  0.483
C -1.8676 -1.4015 -2.5521  0.540
C -1.0994 -2.3586 -3.6081  -0.680
C 0.2180 -1.5940 -4.1950  -0.051
S 1.8097 -2.2866 -3.4720  -0.129
C 2.2798 -1.2505 -1.9697  -0.162
S 1.6597 -1.7118 -0.4886  0.049
N 3.1428 -0.0826 -2.2420  0.283
C 3.7979 0.4501 -1.0304  0.286
C 3.6143 1.9158 -0.4914  -0.195
C 4.3769 2.4422 0.7839  -0.574
C 5.3308 1.5228 1.5854  -0.419
C 5.5211 0.0670 1.0841  -0.539
C 4.7969 -0.4378 -0.1894  -0.164
C 2.2621 0.9043 -2.9067  -0.239
C 2.7359 1.4087 -4.3218  -0.614
C 1.9211 2.4198 -5.1677  -0.219
C 0.6028 2.9669 -4.5353  -0.495
C 0.0625 2.5058 -3.1249  -0.741
C 0.9344 1.4692 -2.3289  0.301
C -2.9697 -1.8553 -0.0335  0.852
C -2.1115 -0.6281 0.5436  -0.215
O -0.9514 -0.7055 0.9830  -0.225
O -2.7054 0.7066 0.5340  -0.181
O -2.7077 1.0780 -0.7941  0.260
C -4.0916 1.4669 -1.0527  0.057
O -4.6837 1.0536 -2.0906  -0.526
C -4.9136 2.3824 -0.0171  0.367
C -6.3863 2.0844 0.4043  -0.403
C -7.2186 2.9374 1.3902  -0.515
C -6.5328 4.1693 2.0356  -0.354
C -5.0596 4.5484 1.6660  -0.483
C -4.2635 3.6573 0.6455  -0.054
C -3.9269 -2.7280 0.8660  -0.384
N -4.0122 -2.3864 2.2802  -0.452
C -3.0670 -2.9774 3.0162  0.627
C -1.7782 -2.1828 3.5948  -0.654
C -3.1360 -4.5450 3.4526  -0.481
C -4.7621 -3.8857 0.1805  0.294
N -5.6810 -4.6592 1.0313  -0.376
C -5.2284 -5.8509 1.2804  0.285
S -4.8295 -7.4432 1.5092  -0.136
H -8.6209 -3.3222 -1.8850  0.365
H -7.9781 -4.5589 -0.5803  0.253
H -7.1452 -2.9457 -0.8644  0.121
H -7.4133 -5.2036 -3.1392  0.378
H -6.4176 -3.5653 -3.2216  0.227
H -4.8338 -5.6004 -2.8659  0.354
H -5.7391 -6.0808 -1.3209  0.290
H -3.6748 -3.5998 -3.2202  0.268
H -2.4705 -0.5898 -3.0936  0.320
H -1.0432 -0.8421 -1.9594  -0.343
H -0.6897 -3.3225 -3.1264  0.261
H -1.8122 -2.5788 -4.4872  0.423
H 0.0616 -0.4874 -3.9472  -0.220
H 0.2755 -1.6548 -5.3455  0.420
H 2.9413 2.6658 -1.0181  0.315
H 4.2366 3.5334 1.1215  0.304
H 5.8548 1.9825 2.4986  0.365
H 6.2086 -0.6266 1.6667  0.323
H 4.9403 -1.5055 -0.5767  0.333
H 3.7145 0.9833 -4.7527  0.365
H 2.3366 2.7207 -6.1846  0.226
H 0.0256 3.7373 -5.1572  0.303
H -0.9038 2.9648 -2.7337  0.386
H 0.5613 1.1393 -1.2880  0.342
H -6.8926 1.1758 -0.0708  0.298
H -8.3067 2.6457 1.6211  0.323
H -7.1095 4.8046 2.7851  0.327
H -4.5940 5.4630 2.1865  0.359
H -3.1775 3.9119 0.3991  0.374
H -0.8686 -2.3566 2.8971  0.230
H -1.9722 -1.0459 3.5811  -0.363
H -1.4551 -2.5712 4.6233  0.545
H -2.3534 -4.7501 4.2784  0.413
H -2.8528 -5.1673 2.5368  -0.199
H -4.2068 -4.7083 3.8226  0.295
C 3.8274 4.7861 -8.4769  0.102
O 4.0643 4.5013 -7.3167  -0.571
N 2.8125 5.5948 -8.8968  0.136
C 2.5924 5.8891 -10.2983  -0.925
C 1.9257 6.1786 -7.9086  -0.828
H 4.4405 4.3960 -9.3048  0.299
H 2.6692 6.9685 -10.4519  0.333
H 1.5923 5.5504 -10.5807  0.337
H 3.3306 5.3855 -10.9247  0.295
H 2.5120 6.7879 -7.2168  0.315
H 1.4412 5.3774 -7.3447  0.153
H 1.1685 6.7974 -8.3916  0.377
C -2.2447 3.8362 3.8660  0.646
O -2.4005 4.8558 4.5138  -0.646
N -1.3359 2.8573 4.1405  0.286
C -1.2131 1.6718 3.3182  -0.458
C -0.4647 3.0050 5.2897  -1.083
H -2.8527 3.6215 2.9731  -0.244
H -1.4039 0.7899 3.9355  0.389
H -0.1988 1.6216 2.9137  0.345
H -1.9269 1.6922 2.4925  -0.202
H -1.0748 3.0903 6.1921  0.338
H 0.1241 3.9190 5.1770  0.377
H 0.2019 2.1462 5.3768  0.282
C 2.1578 0.2371 6.5058  0.090
O 0.9761 -0.0625 6.5560  -0.635
N 2.8225 0.9759 7.4371  0.211
C 4.2324 1.2918 7.3069  -1.006
C 2.0978 1.4620 8.5949  -0.894
H 2.7995 -0.0813 5.6689  0.320
H 4.7681 0.8845 8.1690  0.300
H 4.3527 2.3758 7.2811  0.447
H 4.6477 0.8644 6.3929  0.271
H 1.6862 0.6109 9.1429  0.323
H 1.2722 2.0953 8.2606  0.227
H 2.7584 2.0342 9.2474  0.362
C 7.2330 3.7778 7.1049  0.082
O 6.2348 3.4107 6.5101  -0.556
N 8.2974 2.9857 7.4202  0.124
C 9.4526 3.4958 8.1313  -0.928
C 8.2723 1.5892 7.0317  -0.770
H 7.3531 4.8186 7.4446  0.282
H 10.3418 3.3587 7.5108  0.339
H 9.5699 2.9402 9.0651  0.342
H 9.3354 4.5565 8.3586  0.288
H 8.1749 1.5215 5.9453  0.269
H 7.4069 1.1052 7.4915  0.169
H 9.1862 1.0866 7.3503  0.366
C -1.2656 -7.5656 2.7365  0.737
O -1.2986 -7.3846 3.9394  -0.625
N -0.1885 -8.0247 2.0377  0.075
C -0.2267 -8.2146 0.6020  -0.887
C 1.0343 -8.3327 2.7549  -0.957
H -2.1414 -7.3625 2.0985  -0.310
H -0.0229 -9.2644 0.3761  0.355
H 0.5387 -7.5864 0.1391  0.350
H -1.2039 -7.9449 0.1971  0.250
H 0.8266 -9.1020 3.5024  0.302
H 1.3850 -7.4332 3.2668  0.295
H 1.8029 -8.6869 2.0671  0.386
C 1.1169 6.6074 -2.0102  0.094
O 1.2740 7.3624 -2.9504  -0.611
N 0.0411 6.6084 -1.1691  0.159
C -0.0750 5.6743 -0.0717  -0.738
C -1.0176 7.5757 -1.3839  -1.004
H 1.8614 5.8344 -1.7608  0.317
H -0.9819 5.0781 -0.2083  0.175
H -0.1416 6.2323 0.8659  0.405
H 0.7888 5.0083 -0.0310  0.185
H -1.4342 7.4342 -2.3842  0.305
H -0.6003 8.5834 -1.3182  0.313
H -1.8042 7.4547 -0.6379  0.394
C -1.0143 -4.7787 -6.8371  0.018
O -1.1883 -3.7667 -6.1786  -0.511
N -0.1007 -5.7500 -6.5581  0.137
C 0.0489 -6.9279 -7.3894  -0.928
C 0.7492 -5.6003 -5.3922  -0.745
H -1.6067 -4.9889 -7.7413  0.263
H -0.1421 -7.8176 -6.7839  0.331
H 1.0699 -6.9626 -7.7772  0.335
H -0.6510 -6.9081 -8.2263  0.295
H 0.1230 -5.5289 -4.4992  0.169
H 1.3288 -4.6786 -5.4875  0.250
H 1.4254 -6.4509 -5.2993  0.392